# 1
ORCA calculation (the ωB97M-V functional and the def2-TZVPD basis) on a molecular structure, C20H21N3O7RhSe.

Geometry (Å):
C: 3.067 2.669 -0.036
H: -1.396 -2.535 1.530
H: 7.275 0.612 -2.156
H: 0.250 4.719 -1.717
C: 4.154 -0.647 2.006
C: 1.720 2.392 0.327
H: 3.924 0.532 -3.062
C: 5.328 -0.007 -1.549
H: 4.403 3.767 -1.302
C: 1.018 4.119 -1.251
C: 6.310 0.167 1.039
O: -1.681 -2.983 -0.820
O: 1.744 5.977 -3.050
H: 1.537 2.052 1.357
H: 0.323 0.157 -3.128
C: -0.348 -1.582 -2.255
H: 3.890 -1.703 1.937
N: 2.669 5.351 -2.524
H: 5.564 0.263 -3.659
O: 1.001 -0.390 2.237
Se: 2.700 -0.926 -0.785
H: 4.546 -1.116 -3.194
O: 3.858 5.588 -2.765
C: 3.381 3.580 -1.009
O: 0.475 -2.312 3.253
C: -0.746 2.864 0.051
H: -1.566 -0.748 1.776
C: 0.346 -1.424 2.440
N: -0.432 -1.324 0.130
H: 3.857 2.147 0.482
H: 9.146 0.095 0.582
C: 0.704 3.181 -0.305
Rh: 0.798 0.325 -0.021
C: 4.815 -0.087 -2.953
C: 2.359 4.335 -1.611
C: 8.552 0.936 0.223
C: 7.140 0.497 -0.026
H: -1.035 -1.943 -3.034
H: -1.045 0.350 -2.204
H: 0.625 -2.065 -2.405
H: 8.582 1.713 0.986
H: 9.010 1.318 -0.686
O: -0.952 1.614 0.177
C: -0.896 -2.049 -0.897
C: 4.504 -0.325 -0.462
H: 3.213 -0.093 2.016
N: -0.154 -0.136 -2.280
H: 4.676 -0.483 2.947
O: -1.572 3.753 0.156
C: -0.910 -1.558 1.433
C: 6.635 0.390 -1.313
C: 5.004 -0.255 0.844
H: 6.696 0.233 2.047

Results
Total charge: -1
Spin multiplicity: 1
E in eV: -108237.89009
Gap between HOMO and LUMO in Ha: 0.1969
Lowest unoccupied orbital energy in eV: 0.156
Energy relative to the best compared isomer or geometry (same formula, charge and spin) in kcal per mole: 50.49



# 2
ORCA calculation (the ωB97M-V functional and the def2-TZVPD basis) on 11 unconnected molecules or ions with the total composition C17H56N10O17.

Geometry (Å):
H: 1.600 -0.479 3.782
N: 4.736 2.430 1.163
H: -4.452 2.904 2.095
O: 0.108 0.617 0.837
O: -4.161 4.717 -2.023
O: -1.272 0.815 -5.108
H: -1.776 -4.897 0.977
C: -1.709 -4.805 -0.118
H: -1.507 0.796 -1.020
H: -2.760 -2.303 -2.123
H: -1.859 1.476 -4.720
O: 1.344 0.327 -4.020
H: -2.441 -0.945 -3.108
H: 2.238 -2.869 -0.586
H: 0.285 -4.823 -0.927
H: -1.581 -2.667 -6.114
N: -0.538 3.957 -0.256
H: 0.210 -1.163 -0.185
H: -2.644 -5.206 -0.527
O: -3.769 3.890 3.838
H: 1.001 0.917 1.136
C: -0.544 0.475 -1.471
C: -2.075 -2.785 -4.072
O: -0.987 -5.968 -2.168
H: -1.525 4.112 -0.424
H: -2.020 2.184 3.818
C: -0.049 1.466 -5.469
H: -0.009 -3.041 5.057
H: -4.507 2.024 3.646
C: 1.435 1.487 4.698
H: 1.632 -0.584 -3.905
H: -2.033 5.999 -2.658
H: 4.246 -3.490 2.138
H: 2.003 0.628 -5.825
N: -2.036 5.051 -3.003
H: -2.060 3.036 2.157
H: 0.103 0.429 3.409
H: 1.530 -2.194 1.644
O: 0.380 2.410 5.031
O: -2.028 -4.032 -3.856
C: 2.616 -3.249 0.366
H: -3.561 2.129 -2.304
N: -2.529 -1.942 -3.034
H: -0.386 -6.333 -0.249
H: -1.123 -5.183 -2.746
C: 3.710 1.459 1.177
H: 3.526 -0.655 0.910
H: -0.235 1.783 -6.493
H: -0.487 -1.769 3.053
H: -0.585 -2.570 1.637
H: 0.185 2.336 -4.852
O: 0.231 -0.580 5.239
C: -2.498 2.201 2.788
H: 5.707 2.247 1.194
H: 4.148 -4.362 -0.527
H: -1.512 0.844 1.767
O: -0.360 6.023 0.748
H: 0.410 1.452 -2.857
H: 0.760 3.294 4.977
N: -1.706 -2.143 -5.280
H: 1.366 0.039 -0.794
O: -2.396 0.957 2.139
H: 2.045 5.430 1.097
C: -3.913 2.708 3.036
H: 1.837 3.768 0.647
N: -2.864 2.784 -2.638
C: 4.071 -3.556 0.212
H: 0.582 -0.458 -5.882
H: 2.112 1.836 3.897
H: -0.170 3.100 -0.602
O: 4.739 -3.872 1.404
O: 0.290 -4.939 2.559
H: 2.016 1.206 5.604
H: 2.023 -4.113 0.666
H: -0.142 0.094 5.828
C: 0.074 -3.948 3.231
H: -1.905 2.521 -2.408
H: -3.885 4.685 3.294
C: 0.845 0.201 4.208
H: -2.458 -2.991 -0.078
H: -0.756 -0.263 -2.252
N: -0.218 -2.622 2.576
H: 4.463 3.388 1.292
H: 4.517 -2.671 -0.235
N: -0.098 -3.940 4.623
N: 4.154 0.145 1.000
H: -2.034 -1.200 -5.428
C: 1.020 0.411 -5.405
H: 0.099 -4.698 5.241
C: 0.154 4.961 0.419
O: 2.532 1.841 1.282
O: -1.625 -3.360 -0.388
N: 1.535 4.721 0.622
C: 0.340 -0.090 -0.377
H: -1.092 4.779 -2.759
O: 0.031 1.685 -1.991
C: -0.610 -5.482 -0.903
O: 2.476 -2.203 1.353
C: -3.124 4.215 -2.472
H: 5.151 0.053 1.127

Results
Total charge: 0
Spin multiplicity: 1
E in eV: -68247.70001
Gap between HOMO and LUMO in Ha: 0.3559
Lowest unoccupied orbital energy in eV: -0.029
Energy relative to the best compared isomer or geometry (same formula, charge and spin) in kcal per mole: 16.03



# 3
ORCA calculation (the ωB97M-V functional and the def2-TZVPD basis) on 2 unconnected molecules or ions with the total composition C4H5NO.

Geometry (Å):
O: 2.863 -0.806 1.407
N: 3.050 -0.368 0.293
C: -1.545 -0.190 -0.731
C: -0.530 -0.456 0.281
H: -2.502 -0.778 -0.919
C: -0.239 -0.929 -0.880
C: 2.884 0.060 -0.780
H: 0.433 -1.518 -1.452
H: -1.719 0.882 -0.986
H: -0.080 -0.608 1.228
H: 3.366 0.155 -1.729

Results
Total charge: 0
Spin multiplicity: 1
E in eV: -7760.08636
Gap between HOMO and LUMO in Ha: 0.3650
Lowest unoccupied orbital energy in eV: 0.713
Energy relative to the best compared isomer or geometry (same formula, charge and spin) in kcal per mole: 148.51



# 4
ORCA calculation (the ωB97M-V functional and the def2-TZVPD basis) on a molecular structure, C19H35BeBrCl3FI3KN4O11.

Geometry (Å):
C: 4.390 -2.968 0.222
C: 3.016 3.060 -2.211
Br: 5.742 1.892 0.116
C: -0.822 -1.690 0.916
Cl: -0.676 -6.452 5.902
H: -6.771 1.606 1.047
H: -5.671 2.560 0.109
O: -3.186 -2.922 2.234
N: -1.074 -2.267 5.249
H: -5.011 0.715 -2.081
O: -0.088 -7.720 6.240
K: -3.155 2.807 2.658
O: -2.018 -6.653 5.421
C: -3.525 -3.649 3.176
C: -4.414 0.565 -1.179
I: -3.658 3.899 -3.493
Be: 0.870 1.292 -4.618
H: 6.429 -0.247 -3.022
H: -0.392 -1.890 1.886
H: -0.824 5.637 -4.270
C: -1.012 1.664 -0.941
C: -0.487 0.404 -0.311
I: 1.508 0.757 0.398
H: 3.466 -3.511 0.365
H: -1.570 -2.436 0.699
H: 3.222 2.759 -1.184
O: -0.705 -5.594 7.071
O: 5.613 1.475 -3.848
O: 3.986 0.646 -2.521
H: 2.170 2.508 -2.593
I: -1.048 0.722 2.692
C: 4.536 1.563 -3.076
H: -0.008 -1.872 0.199
O: -1.594 5.042 -0.948
O: -4.791 -4.205 3.137
H: -3.829 -0.336 -1.337
H: -4.813 -0.258 0.740
H: -0.375 -0.344 -1.088
C: 6.516 -2.305 -0.091
N: 4.405 -1.616 0.178
C: 6.125 0.151 -3.989
H: -1.561 -3.167 5.160
H: -3.995 2.512 -1.066
H: 5.386 -0.501 -4.451
C: -2.292 1.646 -1.795
H: 6.994 0.220 -4.637
O: -2.864 -3.947 4.207
H: 0.260 5.817 -2.870
H: -2.297 0.821 -2.495
O: 0.113 -5.805 4.872
H: -1.196 3.019 -2.978
C: -2.086 3.057 -2.358
Cl: 0.718 3.836 -4.105
H: 2.796 4.123 -2.231
H: -1.411 -1.719 4.459
N: -1.232 2.879 -0.125
H: -5.107 1.829 1.603
C: -5.338 0.360 0.019
H: -1.300 -1.829 6.137
C: -1.363 -0.247 0.761
C: -1.641 3.826 -1.084
H: -0.203 1.967 -1.618
H: -6.258 -0.125 -0.276
C: 5.663 -1.171 -0.023
C: 5.720 -3.422 0.046
C: -5.738 1.670 0.731
H: -4.759 -4.702 3.970
H: 6.033 -4.452 0.029
C: 0.198 5.551 -3.919
H: -0.067 -2.403 5.179
O: 4.163 2.841 -3.024
N: -3.467 1.664 -0.908
H: -0.378 3.199 0.323
F: 0.448 -3.538 -0.161
Cl: 1.222 6.638 -4.851
H: 3.600 -1.021 0.270
H: -2.412 -0.232 0.500
H: 7.582 -2.279 -0.236
H: 5.848 -0.070 -0.084

Results
Total charge: 0
Spin multiplicity: 1
E in eV: -200091.17350
Gap between HOMO and LUMO in Ha: 0.0618
Lowest unoccupied orbital energy in eV: -6.059



# 5
ORCA calculation (the ωB97M-V functional and the def2-TZVPD basis) on 2 unconnected molecules or ions with the total composition C3H2F2O.

Geometry (Å):
F: -1.398 1.362 0.812
H: -2.735 0.501 -0.807
H: 0.346 -0.092 0.260
C: 2.469 -0.490 -0.239
F: 3.712 -0.724 -0.479
C: -1.524 0.001 0.631
C: 1.364 -0.312 0.175
O: -2.233 -0.246 -0.353

Results
Total charge: 0
Spin multiplicity: 3
E in eV: -10617.21606
Gap between HOMO and LUMO (spin up / spin down) in Ha: 0.2916 / 0.3003
Lowest unoccupied orbital energy (spin up / spin down) in eV: 0.619 / -2.301
Energy relative to the best compared isomer or geometry (same formula, charge and spin) in kcal per mole: 83.09



# 6
ORCA calculation (the ωB97M-V functional and the def2-TZVPD basis) on a molecular structure, C24H36N2O10S2.

Geometry (Å):
C: -6.811 -1.774 3.456
H: -3.111 6.884 -0.838
O: -4.538 -3.309 5.472
H: -5.135 -1.583 2.078
H: -1.978 6.283 0.390
H: 1.362 6.218 -2.041
H: -3.195 2.091 -1.613
H: 2.924 3.529 -1.641
H: -7.388 -1.111 4.102
N: 1.296 -1.936 1.715
O: 6.272 -3.872 1.348
O: -6.371 -2.899 4.229
H: 4.245 -3.848 -0.628
S: -4.814 -0.048 -1.251
C: 6.388 -6.399 3.623
C: 3.877 -1.919 0.277
O: -5.654 -1.135 -1.635
N: -0.618 -0.525 1.199
C: -2.345 6.155 -0.626
C: 1.900 3.286 -1.896
C: -0.737 1.535 -0.881
O: -4.184 -0.479 0.135
H: 5.796 -6.063 4.476
H: -3.926 -0.116 -3.349
C: 1.469 4.272 -2.981
C: -1.253 1.410 -2.310
H: -7.435 -2.104 2.631
S: -0.193 -1.691 2.207
C: 0.701 5.499 -2.511
C: 2.733 -1.001 -0.023
H: -0.837 2.197 -2.926
C: -5.497 -1.159 3.011
H: -3.273 -0.158 0.265
H: 1.221 1.686 -3.166
H: -0.101 4.979 -0.583
H: 0.281 5.980 -3.386
H: 1.347 3.393 -0.974
C: -5.119 -2.651 4.674
H: -5.532 -0.076 2.923
H: 2.369 4.656 -3.443
C: 0.437 -0.263 0.419
C: 1.534 -1.099 0.712
C: 6.159 -4.881 1.960
C: 5.531 -6.983 2.515
H: -1.505 1.189 -0.209
C: -2.782 1.475 -2.397
H: -2.798 5.166 -0.691
H: 6.083 -7.683 1.886
H: -3.024 1.945 -3.338
H: 2.552 -3.463 -0.455
C: 0.497 0.715 -0.609
C: -3.469 0.090 -2.396
O: -5.402 1.245 -1.099
H: -2.755 -0.700 -2.218
H: 3.444 -3.941 0.945
C: 1.929 1.826 -2.356
H: 2.899 1.618 -2.783
H: -0.992 4.316 -1.931
H: 4.132 -1.766 1.317
H: 7.170 -7.068 3.969
C: 3.521 -3.389 0.026
O: -1.313 6.309 -1.561
H: -0.860 0.490 -2.723
O: 5.212 -5.823 1.740
C: 2.759 -0.052 -0.979
O: -4.617 -1.545 4.077
H: 4.622 -7.458 2.871
H: 4.686 -1.635 -0.379
H: 3.654 0.064 -1.562
C: -0.447 5.200 -1.593
H: -0.539 2.564 -0.598
C: 1.672 0.816 -1.285
O: 6.963 -5.254 2.984
H: 0.911 3.781 -3.772

Results
Total charge: 0
Spin multiplicity: 1
E in eV: -70597.05332
Gap between HOMO and LUMO in Ha: 0.3023
Lowest unoccupied orbital energy in eV: -0.459
Energy relative to the best compared isomer or geometry (same formula, charge and spin) in kcal per mole: 0.00



# 7
ORCA calculation (the ωB97M-V functional and the def2-TZVPD basis) on a molecular structure, C22H56CrO24S7.

Geometry (Å):
H: 3.358 -5.075 0.066
H: -4.940 1.019 2.494
C: 0.756 3.581 1.486
H: 2.937 -2.150 -0.658
O: -1.763 -1.525 -4.225
C: -2.370 2.760 -0.140
O: 3.723 0.428 3.839
H: 1.303 -5.287 4.908
O: 1.090 7.881 3.535
H: 0.228 -0.542 -5.905
C: 3.698 -4.050 -0.079
H: -3.584 0.562 1.453
O: 0.787 5.704 2.562
H: -0.947 2.063 -7.069
H: -1.446 2.181 -4.735
O: 4.543 -1.813 3.351
O: 0.645 2.237 -4.817
H: -1.040 4.823 1.982
C: 2.619 -3.198 -0.720
C: -0.547 -6.714 2.168
H: -6.480 0.338 0.461
Cr: -1.638 -2.897 -0.620
H: 1.701 3.333 1.966
O: -4.189 4.559 0.442
O: -3.190 3.318 2.325
H: 1.305 -1.072 -1.711
O: -1.587 -0.751 -0.766
H: 0.254 2.603 1.521
S: 0.320 6.702 3.735
H: 3.048 -5.310 4.670
O: -4.054 -2.370 -4.509
H: 1.226 -0.751 3.338
H: -2.982 0.194 -2.324
C: -3.682 -0.186 -3.064
C: 0.959 5.843 5.166
H: 2.248 -1.102 -3.264
O: 2.417 1.658 -3.302
H: -4.676 -0.328 -2.638
O: -0.280 -1.864 0.551
H: -2.215 -0.333 -5.848
H: -1.063 -7.399 1.505
C: 3.473 2.642 4.725
S: 0.119 -5.406 1.170
H: 0.002 3.570 -7.040
H: 2.252 -6.074 2.574
H: -5.543 -0.987 1.261
H: 1.894 1.483 3.826
H: 2.878 -4.459 2.353
S: 1.415 2.657 -3.451
H: 2.213 -3.790 4.546
H: 0.426 2.644 -1.252
S: -3.175 -1.829 -3.529
H: 2.729 3.433 4.794
H: -0.762 3.790 -4.581
O: -0.055 -3.474 -2.002
S: 3.412 -1.130 3.895
H: -2.100 1.748 0.163
H: 0.521 6.317 6.039
H: 2.202 -0.720 1.802
O: -2.891 -2.569 -2.335
H: -1.732 3.625 -6.673
C: 2.082 -5.021 2.835
C: 2.774 1.329 4.448
H: -0.204 4.054 3.300
C: 2.115 -4.853 4.333
S: -3.633 3.359 0.966
H: 0.267 -7.167 2.724
O: -0.950 -4.587 0.678
C: 1.325 -1.364 -2.763
C: -0.562 -0.650 0.083
C: -4.613 0.948 1.450
O: 0.837 -4.541 2.281
O: 1.759 4.037 -3.538
C: 2.001 -1.218 2.739
H: 3.918 -3.578 0.881
H: -1.208 -6.238 2.890
H: 0.741 4.783 5.124
H: -2.438 -2.009 -6.214
O: -1.106 6.713 3.783
H: -0.153 1.328 -2.213
H: 4.617 -4.084 -0.664
H: 1.711 -3.261 -0.112
O: -4.729 2.200 0.760
O: 2.924 -1.464 5.205
H: 1.822 -2.284 2.660
H: -3.797 0.364 -3.994
H: -0.413 -1.509 -7.301
H: -0.810 2.849 -2.590
C: -0.049 4.541 2.326
H: -4.990 -0.345 -0.222
C: -0.822 3.029 -6.584
H: -2.804 2.830 -1.133
H: 0.477 -0.908 -3.268
O: 1.177 -3.590 -4.145
C: -5.495 -0.046 0.704
H: 4.077 2.667 5.638
C: -0.380 -1.396 -6.222
C: -1.785 -1.333 -5.661
C: -0.628 2.828 -5.085
H: 0.180 -2.233 -5.787
C: 0.118 2.391 -2.260
S: 1.084 -3.112 -2.808
O: 2.445 -3.576 -2.094
H: 0.917 3.881 0.455
H: 4.244 2.892 3.988
H: 2.485 0.889 5.404
H: 2.028 6.035 5.131
O: 0.120 0.377 0.274
O: 1.072 -5.920 0.246
H: -1.516 3.425 -0.060

Results
Total charge: 0
Spin multiplicity: 5
E in eV: -177128.91409
Gap between HOMO and LUMO (spin up / spin down) in Ha: 0.3232 / 0.3297
Lowest unoccupied orbital energy (spin up / spin down) in eV: -0.292 / -0.481



# 8
ORCA calculation (the ωB97M-V functional and the def2-TZVPD basis) on 4 unconnected molecules or ions with the total composition C4H16O4.

Geometry (Å):
H: 0.679 0.455 -0.671
H: -3.078 1.473 1.598
H: -2.063 2.413 -0.099
H: -2.275 -0.245 -0.190
H: 4.848 -1.879 -3.633
O: 4.026 -1.864 -3.963
H: -4.372 1.610 0.713
O: 2.313 -0.401 5.136
C: -0.164 -0.223 -0.943
H: -0.496 -2.519 -1.280
H: 3.193 -0.457 4.597
H: -1.572 2.051 -1.794
O: -1.011 0.363 1.174
C: -0.021 -1.842 -0.630
H: -0.268 -2.036 0.435
C: -1.263 0.410 -0.223
H: 0.992 -2.080 -0.712
H: -0.344 -0.214 -1.979
H: -0.292 0.947 1.423
H: 3.969 -1.895 -4.960
H: 2.643 -0.210 6.021
H: -0.365 2.255 -0.631
C: -1.359 1.856 -0.741
O: -3.719 2.028 1.353

Results
Total charge: -1
Spin multiplicity: 2
E in eV: -12594.51480
Gap between HOMO and LUMO (spin up / spin down) in Ha: 0.0614 / 0.3661
Lowest unoccupied orbital energy (spin up / spin down) in eV: 2.909 / 2.917
Energy relative to the best compared isomer or geometry (same formula, charge and spin) in kcal per mole: 42.62



# 9
ORCA calculation (the ωB97M-V functional and the def2-TZVPD basis) on 2 unconnected molecules or ions with the total composition C5H10N2O.

Geometry (Å):
H: -3.800 -0.712 1.813
C: -2.829 -0.365 2.377
C: -0.042 1.139 -1.580
H: 3.523 -0.270 -2.475
H: -3.019 0.178 3.246
H: -0.725 1.797 -2.152
O: -2.351 0.629 1.455
H: 2.849 -1.638 -1.689
H: -1.110 0.141 0.165
C: 0.841 -0.404 -0.211
C: 3.018 -0.638 -1.581
H: 3.652 -0.291 -0.728
N: 1.176 0.969 -2.055
H: 1.136 -0.942 0.662
H: -1.698 1.220 1.925
H: -2.072 -1.147 2.502
C: 1.746 -0.008 -1.258
N: -0.295 0.341 -0.417

Results
Total charge: 0
Spin multiplicity: 1
E in eV: -10373.36887
Gap between HOMO and LUMO in Ha: 0.3084
Lowest unoccupied orbital energy in eV: 0.565
Energy relative to the best compared isomer or geometry (same formula, charge and spin) in kcal per mole: 44.65